(1)
{"formula": "C11H16Cl3NORu", "method": "ωB97M-V/def2-TZVPD", "species": ["C", "C", "C", "C", "C", "C", "C", "C", "C", "C", "Ru", "Cl", "Cl", "Cl", "H", "H", "H", "H", "H", "H", "H", "H", "H", "H", "H", "H", "H", "H", "H", "O", "H", "N", "C"], "positions_angstrom": [[0.60, -0.82, -0.88], [1.27, -1.01, 0.35], [1.16, 0.18, 1.12], [2.00, -2.23, 0.76], [0.41, 1.15, 0.34], [0.08, 0.53, -0.91], [-0.40, 1.26, -2.10], [0.54, -1.81, -1.98], [1.81, 0.41, 2.42], [0.39, 2.62, 0.57], [-1.46, -0.03, 0.83], [-1.06, -2.16, 2.03], [-2.62, -0.78, -0.96], [-1.38, 1.30, 2.75], [1.56, -3.13, 0.31], [2.00, -2.35, 1.84], [3.05, -2.19, 0.43], [1.60, -0.42, 3.11], [1.46, 1.34, 2.87], [2.90, 0.47, 2.30], [0.19, 2.83, 1.62], [-0.41, 3.07, -0.02], [1.34, 3.07, 0.28], [-0.95, 2.15, -1.78], [-1.08, 0.67, -2.72], [0.44, 1.60, -2.73], [0.23, -2.79, -1.59], [1.53, -1.94, -2.45], [-0.17, -1.50, -2.75], [-3.33, 0.51, -3.33], [-4.24, 0.87, -3.46], [-4.25, -0.53, 2.11], [-3.19, -0.35, 1.64]], "mulliken_charge": [2.063, 0.468, 2.130, -1.633, -0.606, -0.354, -1.379, -1.969, -2.026, -1.607, 0.230, -0.500, -0.273, -0.492, 0.341, 0.341, 0.349, 0.356, 0.383, 0.290, 0.339, 0.392, 0.255, 0.346, 0.324, 0.188, 0.379, 0.291, 0.405, -0.997, 0.070, -0.700, 0.597], "molar_mass_g_mol": 385.68, "total_charge": -2, "spin_multiplicity": 5, "orbital_gap_ev": [5.61, 4.74], "e_tot_ha": -2034.17045}



(2)
{"formula": "C8H10IP", "method": "ωB97M-V/def2-TZVPD", "species": ["C", "C", "C", "C", "C", "C", "C", "C", "P", "I", "H", "H", "H", "H", "H", "H", "H", "H", "H", "H"], "positions_angstrom": [[2.74, 0.89, -0.21], [2.43, -0.16, 0.71], [1.73, 1.62, -0.79], [1.10, -0.46, 0.91], [0.42, 1.21, -0.66], [0.06, 0.25, 0.27], [-1.60, -1.67, 0.27], [-1.35, -0.22, 0.35], [-2.47, 0.81, -0.83], [-2.03, 0.51, 2.32], [3.81, 1.00, -0.51], [3.19, -0.58, 1.24], [1.98, 2.42, -1.45], [0.76, -1.22, 1.52], [-0.23, 1.75, -1.27], [-2.55, -2.00, 0.13], [-0.98, -2.03, -0.55], [-1.10, -2.11, 1.13], [-2.17, 0.03, -2.04], [-3.72, -0.06, -0.54]], "nbo_charge": [-0.192, -0.198, -0.205, -0.188, -0.198, -0.122, -0.673, -0.268, 0.295, 0.059, 0.214, 0.210, 0.213, 0.203, 0.215, 0.229, 0.225, 0.215, -0.030, -0.005], "molar_mass_g_mol": 264.05, "orbital_gap_ev": 9.11, "e_tot_ha": -949.83047, "de_lowest_kcal_mol": 0.00}